Formula: C42H58BF2N7O5P
Source: the OMol25 dataset
Level of theory: ωB97M-V/def2-TZVPD

```
116
Properties=species:S:1:pos:R:3
C 1.01320 -2.42489 1.29402
C 0.43854 -1.77910 0.26110
C 0.08658 -0.31719 0.33274
C 0.69745 0.54197 -0.81588
C 0.52375 -0.13574 -2.13943
C 0.29475 0.46842 -3.35620
C 2.23382 0.58541 -0.54025
C 3.17383 0.16287 -1.69924
C 4.61239 0.55859 -1.35595
F 3.18086 -1.21816 -1.79397
O 2.73771 1.78850 0.00976
C 2.07527 3.02957 -0.16139
O 2.64668 3.82823 0.82872
C 2.50573 3.63975 -1.53143
B 3.58413 4.80844 -1.34094
O 4.86677 4.44556 -0.96049
O 3.35315 6.12710 -1.57987
C 0.52612 2.95574 0.08716
P -0.18605 4.69320 -0.33562
N 0.65304 5.93312 0.09479
C 0.31859 2.77539 1.61194
C -0.91958 2.09276 2.18074
F 0.36035 4.02331 2.21290
N 0.03738 1.90131 -0.88353
C -1.42310 1.81334 -1.18814
O -2.20172 2.54232 -0.31241
C -3.49345 2.83778 -0.82992
C -4.49669 1.68725 -0.63977
H 0.80982 -2.09597 2.30907
H 1.64381 -3.28491 1.14586
H 0.21299 -2.37788 -0.61442
H -0.99622 -0.20473 0.39802
H 0.53471 0.04920 1.25507
H 0.69065 -1.20339 -2.19929
H 1.05536 0.45042 -4.12387
H -0.65120 0.95123 -3.59464
H 2.42875 -0.18508 0.20470
H 2.93194 0.64955 -2.64212
H 5.22401 -0.11088 -1.96162
H 4.86262 0.33740 -0.32306
H 4.86471 1.56630 -1.66521
H 3.39471 3.34909 1.20375
H 3.07023 2.85474 -2.03812
H 1.69861 3.88554 -2.23034
H 5.45256 4.66663 -1.69040
H 2.58081 6.24501 -2.13524
H -1.41073 4.65645 0.33869
H -0.39076 4.63422 -1.73628
H 0.88889 6.49760 -0.71183
H 1.19416 2.26159 2.00758
H -1.44292 1.37691 1.56751
H -0.63066 1.57700 3.09470
H -1.64377 2.83936 2.49749
H 0.41888 2.25277 -1.78347
H -1.74343 0.77051 -1.21829
H -1.59653 2.17151 -2.20663
H -3.85450 3.69144 -0.26293
H -3.46804 3.15823 -1.87414
H -4.02628 0.81997 -0.18257
H -4.93745 1.40691 -1.59265
H -5.30882 2.00354 0.00716
N -4.82927 0.64712 3.91245
C -5.39044 0.76617 5.11462
C -5.87292 1.96232 5.62513
C -5.76468 3.10111 4.84557
C -5.18212 2.99763 3.59155
C -4.73618 1.75285 3.17735
H -5.45551 -0.14591 5.69645
H -6.32030 1.99229 6.60908
H -6.12770 4.05412 5.20791
H -5.07670 3.86281 2.95000
H -4.27567 1.62318 2.20224
N -7.29980 -0.76748 7.98304
C -8.59706 -0.91698 7.72047
C -9.20523 -2.14620 7.51749
C -8.42244 -3.28637 7.58777
C -7.07078 -3.15110 7.85861
C -6.56290 -1.87536 8.04850
H -9.17370 0.00024 7.67222
H -10.26461 -2.20594 7.31029
H -8.85880 -4.26493 7.43479
H -6.42313 -4.01447 7.92269
H -5.51074 -1.72540 8.26663
N 1.49973 -5.45415 2.05116
C 1.53661 -6.50782 1.23613
C 1.36568 -7.81592 1.66016
C 1.14711 -8.04596 3.00844
C 1.10699 -6.96371 3.87184
C 1.28699 -5.69509 3.34406
H 1.71316 -6.28475 0.18904
H 1.40372 -8.63166 0.95180
H 1.01025 -9.05286 3.38051
H 0.93988 -7.09841 4.93133
H 1.26008 -4.82062 3.98586
N 0.41407 -1.80866 -5.45094
C 0.94818 -3.03017 -5.46209
C 0.92858 -3.86762 -6.56580
C 0.31760 -3.41520 -7.72348
C -0.24438 -2.14915 -7.73070
C -0.16754 -1.39037 -6.57430
H 1.41521 -3.34699 -4.53555
H 1.38098 -4.84814 -6.51787
H 0.28047 -4.03908 -8.60673
H -0.73085 -1.75731 -8.61293
H -0.59206 -0.39187 -6.54002
N 6.83024 -0.43447 -5.98785
C 6.72756 -0.77918 -4.70649
C 7.79769 -0.80084 -3.82571
C 9.04945 -0.44833 -4.30387
C 9.17615 -0.08920 -5.63526
C 8.03956 -0.09724 -6.43075
H 5.72924 -1.05089 -4.37673
H 7.65424 -1.08750 -2.79244
H 9.91157 -0.45364 -3.64959
H 10.13388 0.19192 -6.05046
H 8.09421 0.18004 -7.47750
```

As for the energy above the lowest of the compared OMol25 structures with the same formula, charge and spin: 0.0 kJ/mol. For the energy, the calculation gives -2960.20678 hartree. As for the total charge: +1. Its spin multiplicity is 1. The largest force on an atom is 0.0550 hartree/bohr. The value obtained for the HOMO energy is -11.06 eV.

***

Formula: CH2Cl2N2O2
Source: the OMol25 dataset
Level of theory: ωB97M-V/def2-TZVPD

```
9
Properties=species:S:1:pos:R:3
C 1.37672 -0.28868 -0.84035
N -1.73551 1.42919 0.40081
N 0.48794 -0.66279 0.09297
O 0.68413 -0.40068 1.31962
O -0.47642 -1.33575 -0.32430
Cl -2.64125 0.15084 -0.08289
Cl -1.01765 1.15719 1.79865
H 2.24325 0.26536 -0.58482
H 1.07878 -0.31468 -1.77970
```

As for the energy above the lowest of the compared OMol25 structures with the same formula, charge and spin: 370.5 kJ/mol. For the energy, the calculation gives -1219.36010 hartree. Its spin multiplicity is 1. The largest force on an atom is 0.0852 hartree/bohr. The value obtained for the HOMO energy (spin up / spin down) is -9.16 / -10.29 eV.

***

Formula: C28H24N5Pd
Source: the OMol25 dataset
Level of theory: ωB97M-V/def2-TZVPD

```
58
Properties=species:S:1:pos:R:3
Pd -0.16209 -0.04809 0.80532
C -0.89522 -2.26958 2.87636
C -0.41812 -3.33882 1.90326
C 0.85067 -3.07868 1.11634
C 1.58600 -4.17989 0.69239
C 2.75898 -3.99397 -0.01410
C 3.18392 -2.69971 -0.26777
C 2.40318 -1.65406 0.17541
N 1.25316 -1.83122 0.84369
N -1.54334 -1.10508 2.24693
C -1.85363 -0.07784 3.25904
C -2.11505 1.28461 2.64888
C -2.74895 2.27816 3.37743
C -2.90163 3.52936 2.80444
C -2.42832 3.74783 1.51981
C -1.81362 2.70465 0.85638
N -1.66450 1.49883 1.41042
C -2.76569 -1.47037 1.50158
C -2.52017 -1.74483 0.03679
C -3.31566 -2.60657 -0.69745
C -3.06776 -2.75491 -2.05359
C -2.03328 -2.04214 -2.63960
C -1.27404 -1.20662 -1.84248
N -1.52295 -1.06709 -0.53736
H -0.04725 -1.90014 3.45377
H -1.59764 -2.73286 3.57884
H -1.21755 -3.61421 1.20905
H -0.23623 -4.23485 2.49778
H 1.23667 -5.17620 0.93270
H 3.33570 -4.84505 -0.35190
H 4.09906 -2.49719 -0.80592
H 2.67764 -0.62584 -0.01823
H -0.99670 0.00226 3.92984
H -2.71049 -0.37632 3.87331
H -3.11034 2.07197 4.37669
H -3.38317 4.32654 3.35591
H -2.52553 4.71115 1.03951
H -1.40835 2.81766 -0.14095
H -3.45627 -0.62777 1.55854
H -3.26372 -2.32487 1.96835
H -4.11572 -3.15182 -0.21347
H -3.67706 -3.42448 -2.64644
H -1.81215 -2.13309 -3.69378
H -0.44606 -0.62474 -2.22827
N 5.54223 5.43717 -5.46918
C 4.88341 4.82863 -4.75094
C 4.05644 4.06097 -3.85178
C 4.51288 3.76570 -2.56926
C 3.72020 3.02995 -1.70826
C 2.45984 2.57794 -2.11230
C 2.01313 2.88352 -3.39992
C 2.80371 3.61783 -4.26468
C 1.64462 1.80507 -1.21068
C 0.97922 1.16894 -0.41574
H 5.48728 4.11719 -2.25840
H 4.06449 2.79951 -0.70907
H 1.03716 2.53933 -3.71510
H 2.45867 3.85412 -5.26211
```

As for the energy above the lowest of the compared OMol25 structures with the same formula, charge and spin: 0.7 kJ/mol. For the energy, the calculation gives -1482.77593 hartree. As for the total charge: +1. Its spin multiplicity is 3. The largest force on an atom is 0.0067 hartree/bohr. The value obtained for the HOMO energy (spin up / spin down) is -10.50 / -10.45 eV.

***

Formula: C5H14N2
Source: the OMol25 dataset
Level of theory: ωB97M-V/def2-TZVPD

```
21
Properties=species:S:1:pos:R:3
C 0.18592 1.39428 -1.27765
C -0.86142 0.61025 -0.62280
C -1.61979 1.20618 0.65495
C -0.17258 -0.72644 -0.01948
N -0.28004 -1.84405 -0.99126
C 1.32575 -0.38739 0.54676
N 1.59197 -1.15827 1.75725
H 0.86166 0.74897 -1.83055
H -0.05716 2.13982 -2.14751
H 0.87272 1.81816 -0.48463
H -1.70114 0.28013 -1.18649
H -1.65764 0.58794 1.49630
H -1.16873 2.28085 0.83674
H -2.66409 1.37176 0.35189
H -0.78770 -0.95202 0.81049
H -0.22481 -2.67836 -0.52782
H 0.37428 -1.65569 -1.74789
H 2.01544 -0.31094 -0.21328
H 1.16251 0.70352 1.05133
H 0.69313 -1.42136 2.12346
H 2.11173 -2.00731 1.42018
```

Its SMILES is CC(C)[C@@H](N)CN. As for the energy above the lowest of the compared OMol25 structures with the same formula, charge and spin: 235.4 kJ/mol. For the energy, the calculation gives -308.33339 hartree. Its spin multiplicity is 1. The largest force on an atom is 0.1405 hartree/bohr. The value obtained for the HOMO energy is -8.55 eV.